# 1
C5H10O2 | ωB97M-V/def2-TZVPD

Max |F|: 6.79 eV/A
ΔE to the lowest compared entry with this formula, charge and spin: 450.9 kJ/mol
HOMO: -0.3264 Eh
E_tot: -346.85371 Ha

Each line ends with the Löwdin charge.
Atoms and positions in Å:
C  -0.3569  1.7129  0.7203  0.061
C  -0.4556  0.5524  0.1261  -0.207
C  0.0236  0.4166  -1.6301  -0.180
O  1.1660  1.1514  -1.9300  -0.066
C  -0.5139  -0.8506  0.2670  -0.267
C  0.7660  -1.6034  0.5631  -0.034
O  -1.4622  -0.7631  1.7244  -0.162
H  -0.0779  2.6039  0.1749  0.063
H  -0.5143  1.8002  1.7843  0.068
H  0.1701  -0.5545  -2.1020  0.107
H  -0.8903  0.8354  -2.0671  0.103
H  1.0266  2.0735  -1.6862  0.079
H  -1.2464  -1.3680  -0.3482  0.143
H  1.3914  -1.0428  1.2553  0.092
H  0.5085  -2.5562  1.0206  0.087
H  1.3361  -1.7694  -0.3502  0.084
H  -0.8710  -0.6381  2.4777  0.030

***

# 2
C28H40BBrN8S3SeTi | ωB97M-V/def2-TZVPD

Max |F|: 1.57 eV/A
ΔE to the lowest compared entry with this formula, charge and spin: 100.5 kJ/mol
HOMO: -0.2630 Eh
E_tot: -8573.57578 Ha

Each line ends with the Löwdin charge.
Atoms and positions in Å:
Ti  0.3534  -1.0842  0.0061  0.353
C  4.6692  0.3470  -2.7340  -0.040
C  4.4507  1.8194  -2.3816  -0.545
C  5.1883  2.2101  -1.0991  -0.035
C  4.9823  2.6648  -3.5361  -0.058
N  2.9894  2.1022  -2.2051  0.020
C  2.2717  3.0256  -2.9525  -0.029
C  1.0008  2.9922  -2.5182  -0.032
N  0.9288  2.0760  -1.4916  0.030
B  -0.3867  1.6995  -0.7676  -0.639
N  -0.8639  2.8896  0.0871  0.067
C  -1.6393  3.9483  -0.3871  -0.083
C  -1.9293  4.7592  0.6354  -0.051
N  -1.3417  4.2226  1.7747  -0.011
C  -0.5925  3.1231  1.4208  -0.704
S  0.5753  2.3525  2.3385  0.673
C  -1.4420  4.8714  3.1156  -0.551
C  -1.5955  3.8428  4.2408  -0.067
C  -2.6908  5.7597  3.1314  -0.056
C  -0.1909  5.7230  3.3298  -0.036
N  -1.4478  1.2594  -1.8268  0.073
C  -2.7520  1.6740  -2.0549  -0.052
C  -3.2678  0.9118  -3.0317  -0.059
N  -2.3104  -0.0216  -3.3866  0.024
C  -1.2014  0.1944  -2.6338  -0.638
S  0.2652  -0.6845  -2.6332  0.718
C  -2.5053  -1.0754  -4.4349  -0.538
C  -2.3211  -2.4704  -3.8371  -0.044
C  -1.5206  -0.8184  -5.5782  -0.036
C  -3.9306  -0.9782  -4.9701  -0.053
C  2.1441  1.5287  -1.3060  -0.660
S  2.5340  0.3207  -0.1567  0.655
H  5.7228  0.1979  -2.9796  0.090
H  4.0659  0.0679  -3.6014  0.095
H  4.4087  -0.3113  -1.9111  0.043
H  6.2544  2.0030  -1.2149  0.092
H  4.8168  1.6459  -0.2450  0.043
H  5.0607  3.2761  -0.8970  0.093
H  6.0407  2.4380  -3.6623  0.092
H  4.8949  3.7335  -3.3315  0.087
H  4.4743  2.4303  -4.4738  0.090
H  2.7027  3.6168  -3.7371  0.112
H  0.1324  3.5312  -2.8590  0.125
H  -0.1541  0.7151  -0.0809  0.013
H  -1.8714  4.0677  -1.4289  0.110
H  -2.5068  5.6640  0.6421  0.111
H  -2.3101  3.0641  3.9650  0.084
H  -1.9697  4.3584  5.1275  0.082
H  -0.6546  3.3632  4.4818  0.032
H  -3.5752  5.2005  2.8179  0.094
H  -2.5821  6.6418  2.4984  0.076
H  -2.8537  6.1115  4.1491  0.086
H  0.6968  5.0901  3.2966  0.059
H  -0.2370  6.2160  4.3040  0.090
H  -0.1103  6.4893  2.5550  0.086
H  -3.2311  2.4416  -1.4823  0.109
H  -4.2536  0.9339  -3.4540  0.115
H  -1.3349  -2.6002  -3.4017  0.040
H  -2.4492  -3.2060  -4.6337  0.092
H  -3.0725  -2.6576  -3.0675  0.060
H  -0.4924  -0.8951  -5.2296  0.045
H  -1.6795  0.1769  -6.0006  0.090
H  -1.6771  -1.5590  -6.3645  0.090
H  -4.6634  -1.1056  -4.1713  0.085
H  -4.0755  -1.7874  -5.6850  0.093
H  -4.1107  -0.0346  -5.4889  0.088
C  -3.7884  -1.1165  4.0841  -0.040
C  -2.4501  -1.2362  3.4160  -0.241
C  -1.6007  -2.3237  3.6377  -0.011
C  -0.4314  -2.4718  2.9166  -0.052
C  -0.1326  -1.4811  1.9898  -0.319
Br  1.7338  -3.0639  -0.1697  0.136
N  -0.9091  -0.4391  1.8149  -0.035
C  -2.0543  -0.2956  2.4793  -0.096
H  -3.8629  -1.7775  4.9472  0.078
H  -4.5768  -1.3887  3.3763  0.081
H  -3.9777  -0.0935  4.4119  0.080
H  -1.8898  -3.0792  4.3610  0.117
H  0.2104  -3.3325  3.0413  0.103
H  -2.6654  0.5694  2.2459  0.127
Se  -4.2938  -1.5272  -0.3876  0.625
C  -2.5649  -1.7647  -0.3897  -0.877
N  -1.3967  -1.9288  -0.3964  -0.066

***

# 3
C2H7NO | ωB97M-V/def2-TZVPD

Max |F|: 1.20 eV/A
ΔE to the lowest compared entry with this formula, charge and spin: 93.4 kJ/mol
HOMO: -0.3120 Eh
E_tot: -210.36319 Ha

Each line ends with the Löwdin charge.
Atoms and positions in Å:
C  -1.9312  1.4564  -0.3532  -0.014
C  -1.0945  0.5288  0.1313  -0.301
O  -0.6024  -0.4569  -0.6803  -0.057
H  -2.2199  2.4060  0.0875  0.043
H  -2.1034  1.3571  -1.4283  0.056
H  -0.7122  0.5052  1.1567  0.103
H  0.0378  -1.0021  -0.1680  0.037
N  1.9320  -1.2383  0.1977  0.031
H  2.3136  -2.0894  0.5913  0.032
H  1.8677  -0.6164  0.9950  0.031
H  2.5124  -0.8503  -0.5298  0.038

***

# 4
C4H7NS | ωB97M-V/def2-TZVPD

Max |F|: 1.85 eV/A
ΔE to the lowest compared entry with this formula, charge and spin: 88.7 kJ/mol
HOMO: -0.3114 Eh
E_tot: -609.52469 Ha

Each line ends with the Löwdin charge.
Atoms and positions in Å:
C  0.8092  0.0479  -1.3279  -0.139
C  0.1750  0.8009  -0.1613  -0.635
C  -1.0130  -0.0650  0.3314  -0.212
C  -0.3625  -0.9140  1.3730  -0.289
N  0.6970  -0.5093  1.9519  -0.296
S  1.2841  0.9369  1.2893  0.870
H  1.7651  0.4364  -1.7141  0.077
H  0.9468  -0.9896  -1.0862  0.072
H  0.0892  0.2220  -2.1339  0.079
H  -0.2421  1.8278  -0.4796  0.125
H  -1.5507  -0.6380  -0.4546  0.122
H  -1.7522  0.6718  0.7512  0.126
H  -0.8459  -1.8278  1.6609  0.102

***

# 5
C18H21BrN6O2 | ωB97M-V/def2-TZVPD

Max |F|: 1.30 eV/A
HOMO: -0.2752 Eh
E_tot: -3751.50816 Ha

Each line ends with the Löwdin charge.
Atoms and positions in Å:
O  1.0731  2.6688  -0.9439  0.095
C  1.3069  2.5022  0.2347  -0.432
C  2.6218  1.9253  0.6806  -0.123
C  2.8066  0.5443  0.7034  -0.080
N  3.9508  -0.0276  1.0295  0.079
C  4.9835  0.7328  1.3328  -0.189
C  4.9065  2.1195  1.3153  -0.654
Br  6.4302  3.1657  1.7563  0.736
C  3.7100  2.7347  0.9835  -0.053
N  0.4445  2.8280  1.2236  -0.040
C  0.6405  2.5031  2.6150  -0.109
C  -0.0923  1.1755  2.9380  -0.121
N  -1.1911  0.9809  2.0154  -0.088
C  -1.0779  0.0854  0.9675  -0.294
C  -0.4061  -1.1507  1.0878  -0.004
C  -0.3992  -1.9841  0.0028  0.018
C  -1.0805  -1.5638  -1.1646  -0.283
N  -1.0478  -2.2596  -2.3424  -0.087
C  -0.8980  -3.6979  -2.3956  -0.130
C  -2.2846  -4.3591  -2.3779  -0.190
O  -3.0774  -3.9015  -3.4471  -0.134
C  -3.2305  -2.4958  -3.4103  -0.182
C  -1.8717  -1.7898  -3.4418  -0.137
N  -1.7405  -0.4067  -1.1699  0.082
N  -1.7262  0.3918  -0.1478  0.084
C  -1.8620  2.2294  1.7127  -0.139
C  -0.9334  3.1455  0.8914  -0.105
H  1.9981  -0.1271  0.4465  0.108
H  5.8999  0.2224  1.5946  0.104
H  3.6237  3.8110  0.9590  0.123
H  1.7029  2.4181  2.8433  0.120
H  0.2255  3.3233  3.2087  0.127
H  -0.4833  1.2069  3.9617  0.123
H  0.6076  0.3442  2.8631  0.101
H  0.0699  -1.4521  2.0091  0.111
H  0.1121  -2.9326  0.0549  0.103
H  -0.2950  -4.0678  -1.5691  0.108
H  -0.3948  -3.9466  -3.3359  0.131
H  -2.2035  -5.4409  -2.4985  0.125
H  -2.7789  -4.1348  -1.4182  0.129
H  -3.8290  -2.2353  -4.2838  0.125
H  -3.7676  -2.1997  -2.4969  0.126
H  -1.9988  -0.7132  -3.3451  0.112
H  -1.3528  -2.0301  -4.3746  0.128
H  -2.1354  2.6923  2.6644  0.121
H  -2.7623  2.0081  1.1425  0.116
H  -1.0579  2.9571  -0.1765  0.113
H  -1.1357  4.2005  1.1018  0.127

***

# 6
C35H52BF21N2O11PS2 | ωB97M-V/def2-TZVPD

Net charge: +1
Max |F|: 1.05 eV/A
ΔE to the lowest compared entry with this formula, charge and spin: 0.0 kJ/mol
HOMO: -0.4581 Eh
E_tot: -5561.63996 Ha

Each line ends with the Löwdin charge.
Atoms and positions in Å:
C  6.6085  0.3301  1.5152  -0.110
C  5.5221  0.5215  0.4610  -0.266
C  4.5312  1.6271  0.8336  -0.211
C  3.6106  2.0288  -0.3341  -0.194
C  2.1504  1.6331  -0.1179  -0.194
C  1.5194  2.2302  1.1630  -0.159
C  0.2348  3.0463  0.8880  -0.082
C  -0.8581  2.9247  1.9285  -0.264
O  -0.5091  3.9072  3.0142  0.044
C  0.1986  3.4471  3.9893  -0.352
N  0.8307  3.0339  4.8544  0.205
C  -1.1245  1.5795  2.6268  -0.172
C  -1.5260  0.3579  1.7327  -0.095
C  -0.5962  0.0080  0.5802  -0.170
C  -1.1274  -1.1967  -0.2146  -0.159
C  -0.0024  -2.0265  -0.8250  -0.060
C  0.6161  -3.0125  0.1521  -0.453
F  0.2342  -4.2637  -0.1791  0.113
F  0.1918  -2.7778  1.4216  0.110
C  2.1778  -2.9025  0.1510  -0.418
F  2.4838  -1.7617  0.7994  0.109
F  2.5949  -2.7856  -1.1187  0.121
S  3.1771  -4.3326  0.9323  0.767
F  2.6764  -5.2395  -0.2770  -0.136
F  1.9352  -4.7856  1.8062  -0.121
F  3.6758  -3.4449  2.1376  -0.122
F  4.4486  -3.8929  0.0980  -0.120
F  3.9873  -5.5475  1.4899  -0.094
C  -2.3934  1.9065  3.3464  -0.321
P  -3.1211  1.2720  4.9202  0.423
S  -4.4721  2.4849  5.5541  0.282
N  -3.0308  2.8026  2.7049  0.160
C  -2.2938  3.3697  1.5446  -0.216
C  -2.4839  4.9133  1.5943  0.046
B  -2.9113  3.0219  0.1066  -0.638
O  -2.2700  3.5688  -0.9545  0.215
O  -4.1229  2.3855  -0.0228  0.198
H  6.1837  -0.0056  2.4636  0.073
H  7.1644  1.2555  1.6769  0.073
H  7.3239  -0.4308  1.1972  0.070
H  4.9676  -0.4189  0.3563  0.098
H  5.9701  0.7487  -0.5097  0.108
H  5.0982  2.4966  1.1795  0.113
H  3.9485  1.2903  1.6985  0.108
H  3.9599  1.5133  -1.2309  0.086
H  3.6807  3.0962  -0.5597  0.115
H  1.5475  1.8975  -0.9919  0.112
H  2.1310  0.5401  -0.0365  0.086
H  1.3539  1.4527  1.9101  0.101
H  2.2558  2.9021  1.6106  0.120
H  0.5016  4.1060  0.8735  0.146
H  -0.1526  2.8250  -0.1036  0.101
H  -0.3193  1.2308  3.2719  0.147
H  -1.5944  -0.5058  2.4009  0.136
H  -2.5412  0.5079  1.3437  0.113
H  -0.4623  0.8476  -0.1018  0.107
H  0.3830  -0.2474  0.9911  0.102
H  -1.8219  -1.7995  0.3722  0.116
H  -1.7049  -0.8031  -1.0571  0.120
H  -0.3894  -2.5977  -1.6693  0.122
H  0.7504  -1.3492  -1.2303  0.131
H  -3.4928  -0.0397  4.5857  0.001
H  -1.9479  1.1653  5.6796  0.008
H  -3.9412  3.1553  3.0104  0.139
H  -2.5949  5.2453  2.6261  0.106
H  -1.6417  5.4110  1.1210  0.113
H  -3.3995  5.1999  1.0704  0.108
H  -2.3543  3.0658  -1.7728  0.139
H  -4.1603  1.4656  0.2555  0.106
C  -7.2877  6.2126  9.7479  -0.056
C  -7.2692  7.0488  8.4899  -0.182
O  -5.9104  7.3138  8.0565  0.043
C  -5.3164  6.3595  7.3727  -0.408
O  -5.7595  5.2955  7.0480  0.127
C  -3.8946  6.8140  6.9608  -0.548
F  -3.2428  7.3855  7.9699  0.181
F  -3.9809  7.6978  5.9546  0.163
F  -3.1843  5.7698  6.5320  0.143
H  -6.7066  6.6939  10.5342  0.086
H  -8.3140  6.0963  10.0945  0.086
H  -6.8701  5.2229  9.5679  0.079
H  -7.6948  8.0341  8.6607  0.127
H  -7.8138  6.5725  7.6760  0.125
C  0.1541  -7.5274  -2.2468  -0.048
C  1.4107  -7.0743  -2.9558  -0.193
O  1.8473  -8.0493  -3.9274  0.040
C  1.2239  -8.0110  -5.0939  -0.400
O  0.3541  -7.2600  -5.4276  0.159
C  1.8186  -9.0799  -6.0417  -0.552
F  1.9771  -10.2485  -5.4181  0.173
F  3.0167  -8.6678  -6.4781  0.168
F  1.0248  -9.2594  -7.0896  0.177
H  0.3090  -8.5021  -1.7844  0.088
H  -0.1090  -6.8092  -1.4696  0.071
H  -0.6806  -7.6085  -2.9423  0.079
H  2.2392  -6.9822  -2.2579  0.115
H  1.2697  -6.1146  -3.4522  0.124
C  -2.5687  -4.2171  -6.3136  -0.052
C  -3.6080  -3.2427  -5.8107  -0.177
O  -4.0656  -3.6077  -4.4806  0.046
C  -3.3090  -3.2404  -3.4733  -0.405
O  -2.2863  -2.6140  -3.5080  0.148
C  -3.9530  -3.7130  -2.1484  -0.544
F  -4.3820  -4.9673  -2.2329  0.187
F  -4.9933  -2.9217  -1.8442  0.165
F  -3.0703  -3.6342  -1.1505  0.158
H  -2.9561  -5.2351  -6.2919  0.089
H  -2.3024  -3.9684  -7.3401  0.088
H  -1.6655  -4.1820  -5.7056  0.078
H  -4.5074  -3.2684  -6.4201  0.128
H  -3.2343  -2.2201  -5.7871  0.124
C  4.9144  -0.4102  -5.9707  -0.058
C  5.9272  0.7022  -5.8299  -0.182
O  5.2798  1.9979  -5.7742  0.042
C  4.7921  2.3587  -4.6052  -0.401
O  4.8120  1.7452  -3.5770  0.154
C  4.1818  3.7780  -4.7035  -0.548
F  3.4248  3.9113  -5.7944  0.171
F  5.1579  4.6892  -4.7490  0.176
F  3.4239  4.0239  -3.6345  0.160
H  4.2838  -0.2435  -6.8439  0.085
H  5.4306  -1.3622  -6.0900  0.085
H  4.2757  -0.4716  -5.0903  0.075
H  6.5757  0.7611  -6.7001  0.128
H  6.5478  0.5776  -4.9438  0.126

***

For each record above, in turn, the calculated E_LUMO values are 0.7655 -0.6475 0.7528 0.8985 0.5100 -4.2084 eV.
For each record above, in turn, the calculated HOMO-LUMO gap values are 9.646 6.509 9.242 9.373 7.998 8.256 eV.